(1)
Computed, not measured: C5H8N2 as an isolated structure, with the ωB97M-V functional and the def2-TZVPD basis.

Output
HOMO-LUMO gap	7.872	eV
HOMO level	-7.5	eV
molar mass	96.1	g/mol
relative energy (zero: lowest compared OMol25 entry of this formula, charge and spin)	106.05	kcal/mol

Each line ends with the Löwdin charge.
Positions of all 15 atoms, in Å:
C1 -0.8681 -1.6521 -1.8773  0.039
C2 -0.4086 -0.5691 -0.0921  -0.253
C3 0.0180 0.7419 -0.3249  -0.041
C4 0.5853 1.0003 0.9359  -0.358
N1 1.0252 2.2365 1.4319  0.075
C5 0.6091 -0.2231 1.6470  -0.138
N2 0.0808 -1.2391 0.9200  0.035
H1 -1.8983 -1.4693 -1.5880  0.068
H2 -0.5619 -1.0165 -2.7080  0.070
H3 -0.7265 -2.7157 -2.0905  0.077
H4 -0.2588 1.4317 -1.1093  0.099
H5 0.7921 2.3745 2.4067  0.082
H6 0.6944 3.0229 0.8889  0.080
H7 0.9522 -0.3901 2.6620  0.102
H8 -0.0351 -1.5328 -1.1023  0.061

Force components x, y, z for each atom (eV/Å):
C -0.22 0.05 -0.15
C 0.10 -0.11 0.01
C -0.06 0.06 0.06
C -0.01 -0.20 0.01
N -0.12 0.11 0.06
C 0.13 0.21 0.19
N -0.14 0.10 -0.20
H 0.18 -0.04 -0.01
H -0.07 -0.11 0.12
H 0.01 0.11 0.05
H 0.07 -0.12 0.11
H 0.02 0.00 -0.11
H 0.08 -0.09 0.06
H -0.06 0.04 -0.14
H 0.09 0.00 -0.05

***

(2)
Computed, not measured: a 2-piece molecular cluster, C2H8O2 overall at a distorted geometry, with the ωB97M-V functional and the def2-TZVPD basis.

Output
HOMO-LUMO gap	10.544	eV
HOMO level	-9.9	eV
molar mass	64.1	g/mol
relative energy (zero: lowest compared OMol25 entry of this formula, charge and spin)	59.87	kcal/mol
SMILES	CO.CO

Each line ends with the Löwdin charge.
Positions of all 12 atoms, in Å:
C1 -2.1559 -0.0534 -0.2914  -0.143
O1 -0.9806 -0.1209 0.6253  -0.179
H1 -3.0631 -0.4187 0.2199  0.069
H2 -2.6502 0.9388 -0.7406  0.107
H3 -1.9782 -0.4779 -1.2135  0.022
H4 -0.3249 0.5538 0.2718  0.035
C2 1.7714 -0.6604 -0.0930  -0.141
O2 1.3610 0.7953 -0.1884  -0.271
H5 0.7893 -1.0942 -0.5913  0.098
H6 2.6508 -0.8921 -0.8700  0.102
H7 1.9851 -0.9808 0.9863  0.093
H8 1.8545 1.2589 0.7490  0.209

Force components x, y, z for each atom (eV/Å):
C -1.31 2.51 1.77
O -1.79 1.82 -2.11
H 0.83 -0.59 -0.13
H 1.86 -0.76 1.71
H 0.64 -1.97 -1.67
H -0.71 -1.09 0.58
C -1.10 0.17 -2.48
O 3.67 0.68 4.97
H 2.29 0.03 1.58
H -1.65 0.69 2.08
H -0.46 0.33 -1.83
H -2.27 -1.83 -4.46

***

(3)
Computed, not measured: C40H50CrN7O2SSe as an isolated structure at a distorted geometry, with the ωB97M-V functional and the def2-TZVPD basis.

Output
HOMO-LUMO gap (alpha / beta)	5.569 / 5.679	eV
HOMO level (alpha / beta)	-7.4 / -7.4	eV
multiplicity	2
expectation value of S²	0.7690
molar mass	823.9	g/mol

Each line ends with the Löwdin charge.
Positions of all 102 atoms, in Å:
Cr1 -0.0111 -0.1503 -0.0083  0.634
C1 2.5266 -2.4006 7.1062  -0.045
C2 2.2227 -3.2743 5.8795  -0.554
C3 1.2640 -4.4092 6.2713  -0.041
C4 3.5362 -3.9008 5.3965  -0.063
C5 1.5544 -2.4369 4.7963  -0.170
C6 2.0799 -2.3112 3.5210  -0.057
C7 1.3820 -1.6099 2.5580  -0.349
Se1 2.0824 -1.4362 0.7664  1.248
C8 1.4725 -3.1185 0.0682  -0.361
C9 2.1937 -4.2721 0.2919  -0.059
C10 1.7577 -5.4589 -0.2675  -0.174
C11 0.6700 -5.3845 -1.1401  0.029
C12 -0.0457 -4.2335 -1.4164  -0.072
C13 0.2927 -3.0491 -0.7002  -0.344
O1 -0.3825 -1.9387 -0.7220  -0.248
C14 -1.1349 -4.1978 -2.4826  -0.526
C15 -2.4911 -3.9027 -1.8374  -0.052
C16 -1.2387 -5.5119 -3.2645  -0.062
C17 -0.7805 -3.0731 -3.4667  -0.031
C18 2.4346 -6.7900 0.0097  -0.558
C19 3.6004 -6.6365 0.9902  -0.065
C20 1.4136 -7.7568 0.6233  -0.042
C21 2.9817 -7.3825 -1.2953  -0.043
C22 0.1372 -0.9878 2.7850  -0.343
O2 -0.4756 -0.4382 1.7835  -0.252
C23 -0.3424 -1.0161 4.1261  -0.072
C24 0.3618 -1.7569 5.0592  0.029
C25 -1.5820 -0.2110 4.4949  -0.532
C26 -1.9455 -0.3323 5.9778  -0.063
C27 -1.3165 1.2656 4.1617  -0.032
C28 -2.7800 -0.6993 3.6786  -0.061
H1 3.0267 -2.9891 7.8734  0.082
H2 1.6171 -1.9914 7.5378  0.075
H3 3.1778 -1.5732 6.8310  0.088
H4 1.7153 -5.0331 7.0402  0.083
H5 1.0468 -5.0293 5.4036  0.090
H6 0.3243 -4.0176 6.6526  0.078
H7 3.9759 -4.4974 6.1937  0.085
H8 4.2555 -3.1345 5.1151  0.086
H9 3.3615 -4.5576 4.5472  0.077
H10 3.0166 -2.7632 3.2377  0.094
H11 3.0732 -4.2144 0.9141  0.094
H12 0.3738 -6.2912 -1.6369  0.096
H13 -2.7810 -4.7114 -1.1716  0.092
H14 -3.2547 -3.7895 -2.6052  0.083
H15 -2.4384 -2.9893 -1.2558  -0.009
H16 -1.5600 -6.3341 -2.6285  0.082
H17 -0.2873 -5.7669 -3.7258  0.086
H18 -1.9779 -5.4105 -4.0564  0.084
H19 -0.7703 -2.1189 -2.9463  0.056
H20 -1.5075 -3.0210 -4.2750  0.088
H21 0.2055 -3.2373 -3.8975  0.098
H22 3.2615 -6.2134 1.9326  0.077
H23 4.3775 -5.9995 0.5745  0.085
H24 4.0393 -7.6100 1.1962  0.084
H25 1.0047 -7.3468 1.5437  0.089
H26 1.8981 -8.7036 0.8497  0.082
H27 0.5876 -7.9484 -0.0551  0.077
H28 3.7050 -6.7062 -1.7444  0.089
H29 2.1884 -7.5583 -2.0153  0.076
H30 3.4757 -8.3316 -1.0982  0.082
H31 -0.0291 -1.8108 6.0616  0.095
H32 -1.1454 0.0318 6.6189  0.084
H33 -2.1711 -1.3668 6.2292  0.085
H34 -2.8355 0.2628 6.1729  0.084
H35 -0.4730 1.6447 4.7368  0.088
H36 -2.1955 1.8623 4.3970  0.083
H37 -1.0998 1.3833 3.1009  0.067
H38 -2.9925 -1.7439 3.8935  0.096
H39 -2.5749 -0.6023 2.6189  -0.022
H40 -3.6638 -0.1085 3.9114  0.088
C29 -2.3340 3.4596 -0.8073  0.007
C30 -1.3282 2.4270 -0.4052  -0.219
N1 -1.5858 1.1418 -0.5364  0.025
N2 -2.7083 0.8307 -1.2381  -0.013
C31 -3.3964 -0.3192 -1.0540  -0.847
N3 -4.3301 -0.6024 -1.9861  0.118
S1 -3.2029 -1.2184 0.3171  0.813
C32 -0.0414 2.7447 0.1118  -0.171
C33 0.4655 4.0548 0.2060  0.020
C34 1.7441 4.2737 0.6519  -0.022
C35 2.4998 3.1656 1.0568  -0.014
C36 1.9405 1.9154 0.9564  -0.096
N4 0.7197 1.6618 0.4696  0.013
H41 -3.3344 3.1124 -0.5493  0.100
H42 -2.3070 3.6396 -1.8831  0.096
H43 -2.1495 4.3957 -0.2923  0.076
H44 -2.8587 1.3276 -2.1307  0.079
H45 -4.3117 -0.1565 -2.8909  0.087
H46 -4.8640 -1.4463 -1.8668  0.098
H47 -0.1474 4.8914 -0.0878  0.113
H48 2.1545 5.2702 0.7002  0.118
H49 3.5044 3.2838 1.4301  0.117
H50 2.5170 1.0559 1.2783  0.071
N5 0.5011 0.2333 -1.8508  0.110
C37 0.2684 0.3485 -2.9901  -0.114
C38 -0.2189 0.5685 -4.2454  -0.267
C39 0.4249 0.2261 -5.4339  -0.233
N6 0.9400 -0.0572 -6.4223  0.144
C40 -1.5105 1.0744 -4.1909  -0.194
N7 -2.5758 1.4801 -3.9868  0.141

Force components x, y, z for each atom (eV/Å):
Cr 0.17 -3.44 0.59
C -0.04 -0.14 -0.16
C 0.04 -0.06 0.10
C 0.17 0.14 -0.03
C -0.28 0.13 0.08
C 0.15 0.02 -0.16
C -0.03 -0.01 0.00
C -0.28 0.44 -0.20
Se -0.30 -0.44 0.29
C -0.31 0.46 -0.37
C -0.03 -0.01 0.02
C 0.14 0.11 0.06
C 0.06 0.08 0.12
C -0.22 0.32 0.06
C 1.35 -0.76 0.53
O -0.86 1.66 -0.03
C -0.15 -0.02 -0.11
C 0.25 0.04 -0.03
C 0.08 0.21 0.14
C -0.03 0.00 0.09
C 0.10 -0.13 0.01
C -0.19 -0.04 -0.17
C 0.16 0.10 -0.05
C -0.04 0.05 0.16
C 1.77 -1.15 0.81
O -1.37 1.44 -0.57
C -0.19 0.24 -0.44
C 0.13 -0.05 -0.06
C -0.17 0.00 0.04
C 0.14 0.07 -0.30
C -0.01 -0.10 -0.01
C 0.15 0.05 -0.10
H 0.04 -0.07 0.10
H -0.10 0.08 0.06
H 0.06 0.10 -0.01
H 0.03 -0.10 0.12
H -0.05 -0.08 -0.06
H -0.11 0.02 0.05
H 0.01 -0.04 0.09
H 0.11 0.05 -0.07
H 0.05 -0.07 -0.13
H 0.14 -0.09 0.07
H 0.09 -0.08 0.03
H -0.08 -0.17 -0.14
H -0.09 -0.14 0.10
H -0.14 -0.03 -0.13
H -0.06 -0.02 -0.01
H 0.01 -0.12 0.08
H 0.11 -0.11 -0.09
H -0.08 0.09 -0.07
H -0.02 0.04 -0.04
H -0.11 -0.03 -0.11
H 0.10 -0.03 -0.11
H 0.00 0.06 0.16
H 0.13 0.09 0.00
H 0.05 -0.12 0.01
H -0.05 0.04 0.13
H 0.02 -0.19 0.04
H -0.12 -0.03 -0.10
H 0.09 0.08 -0.08
H -0.11 -0.03 -0.13
H 0.06 -0.15 0.01
H -0.08 0.02 0.14
H 0.08 0.01 0.15
H -0.02 -0.08 0.13
H -0.07 0.05 0.03
H 0.08 0.06 0.08
H -0.11 0.10 0.07
H 0.01 0.01 -0.02
H -0.06 -0.16 0.06
H -0.06 0.01 0.04
H -0.14 0.07 0.08
C 0.21 0.00 0.03
C -2.10 -1.59 -0.88
N 0.27 1.16 0.31
N -0.02 0.97 -0.95
C -0.53 -1.13 1.20
N 0.28 0.39 -0.37
S -0.29 0.14 -0.08
C 1.90 -0.02 0.76
C -0.73 -0.58 -0.19
C 0.61 -0.79 0.38
C -0.39 0.92 -0.22
C 0.15 -0.73 0.15
N 0.15 2.11 -0.05
H 0.02 -0.04 -0.02
H -0.02 0.04 -0.06
H -0.02 0.10 0.00
H 0.20 -0.05 0.51
H 0.01 -0.01 -0.07
H 0.13 0.04 0.05
H -0.08 -0.02 -0.08
H 0.01 0.09 0.00
H 0.05 -0.07 0.05
H -0.09 0.08 -0.08
N 0.02 0.71 -1.92
C 0.80 -0.30 1.83
C -0.03 0.10 -0.08
C 0.32 -0.24 -0.57
N 0.14 -0.03 -0.20
C -0.84 0.38 -0.13
N -0.07 0.09 -0.20

***

(4)
Computed, not measured: C13H22BrNO10P2Pd as an isolated structure at a distorted geometry, with the ωB97M-V functional and the def2-TZVPD basis.

Output
HOMO-LUMO gap	8.726	eV
HOMO level	-8.6	eV
molar mass	600.6	g/mol
relative energy (zero: lowest compared OMol25 entry of this formula, charge and spin)	16.12	kcal/mol

Each line ends with the Löwdin charge.
Positions of all 50 atoms, in Å:
Pd1 0.4351 -0.5456 -0.3051  1.077
N1 3.1939 -1.0009 3.1636  0.167
C1 2.8573 0.2625 2.3973  -0.493
C2 3.6193 1.4490 2.9629  -0.077
P1 1.0062 0.3247 2.4695  0.348
O1 0.7586 1.5100 3.5142  -0.113
O2 0.4484 0.7965 1.1378  -0.365
O3 0.6243 -1.0164 2.9853  -0.296
P2 3.3381 -0.0513 0.6372  0.321
O4 4.7178 -0.8768 0.9165  -0.151
O5 3.6185 1.2082 -0.0602  -0.261
O6 2.3361 -1.0936 0.1636  -0.388
H1 3.2793 -0.8076 4.1605  0.163
H2 4.0586 -1.4176 2.8105  0.138
H3 2.3599 -1.6128 3.0443  0.124
H4 3.3755 1.6225 4.0129  0.082
H5 3.3473 2.3382 2.3988  0.094
H6 4.6968 1.3068 2.8564  0.087
H7 -0.0585 1.9895 3.3392  0.090
H8 5.4336 -0.4599 0.4255  0.085
C3 0.4806 -0.9864 -3.4062  -0.069
O7 0.4785 -1.7453 -2.1935  -0.267
C4 -0.5757 -2.7097 -2.1851  -0.190
C5 -0.3508 -3.6861 -1.0482  -0.194
O8 -0.3701 -3.0590 0.2120  -0.225
C6 -1.6454 -2.9240 0.8060  -0.097
H9 0.6894 -1.6666 -4.2367  0.096
H10 1.2551 -0.2339 -3.3192  0.097
H11 -0.4769 -0.4910 -3.5584  0.090
H12 -0.5654 -3.2599 -3.1322  0.132
H13 -1.5322 -2.1834 -2.0944  0.125
H14 0.6395 -4.1329 -1.1523  0.135
H15 -1.1000 -4.4841 -1.1075  0.129
H16 -2.1175 -3.9033 0.9390  0.089
H17 -2.3026 -2.2797 0.2128  0.081
H18 -1.4851 -2.4590 1.7764  0.083
Br1 -3.8981 5.1943 -3.6285  0.727
C7 -3.7177 3.8485 -2.3053  -0.679
C8 -4.6850 3.7336 -1.3180  -0.131
C9 -4.5497 2.7452 -0.3548  -0.072
C10 -3.4666 1.8788 -0.3851  -0.019
C11 -2.5046 2.0127 -1.3752  -0.126
C12 -2.6232 3.0057 -2.3426  -0.061
C13 -1.2994 1.1255 -1.4281  -0.585
O9 -1.3878 0.0187 -0.7370  -0.167
O10 -0.2976 1.4499 -2.0457  0.035
H19 -5.5297 4.4085 -1.3056  0.098
H20 -5.2989 2.6521 0.4208  0.104
H21 -3.3565 1.0964 0.3545  0.115
H22 -1.8526 3.1085 -3.0929  0.114

Force components x, y, z for each atom (eV/Å):
Pd 0.54 -0.72 -1.26
N 0.05 -0.01 0.05
C 0.11 0.10 0.04
C -0.06 0.00 0.04
P -0.16 -0.14 0.06
O 0.01 0.01 0.05
O 0.04 0.62 0.79
O -0.01 -0.02 0.15
P -0.16 -0.01 -0.19
O -0.11 -0.17 0.02
O -0.01 -0.02 -0.05
O 0.41 -0.04 0.04
H 0.01 0.01 -0.01
H -0.02 0.00 -0.05
H -0.06 -0.05 0.02
H -0.02 -0.02 0.00
H 0.01 0.00 0.00
H 0.00 -0.01 -0.01
H -0.04 0.08 -0.05
H 0.09 0.05 -0.02
C 0.10 -0.06 -0.09
O -0.13 -0.03 0.52
C -0.10 -0.11 0.00
C 0.00 0.15 -0.02
O 0.20 -0.20 0.11
C -0.15 0.09 -0.07
H 0.02 0.01 0.02
H 0.02 0.02 0.02
H -0.02 -0.01 0.01
H 0.04 0.03 -0.01
H 0.01 -0.04 0.02
H 0.00 0.01 -0.03
H -0.04 -0.01 0.00
H 0.01 -0.02 0.00
H 0.01 -0.01 0.00
H 0.02 0.00 0.00
Br -0.01 0.02 -0.01
C 0.02 -0.03 0.03
C 0.00 0.02 -0.03
C 0.00 -0.01 0.00
C -0.06 -0.08 0.05
C -0.06 -0.02 -0.25
C -0.05 0.04 0.09
C 0.20 -0.09 0.24
O -0.40 0.29 -0.02
O -0.22 0.34 -0.17
H 0.00 0.00 0.00
H 0.00 0.00 0.00
H 0.01 0.03 -0.03
H 0.00 -0.01 -0.01

***

(5)
Computed, not measured: one molecule with the formula C4H5NO2 at a distorted geometry, with the ωB97M-V functional and the def2-TZVPD basis.

Output
HOMO-LUMO gap (alpha / beta)	6.656 / 8.604	eV
HOMO level (alpha / beta)	-7.1 / -8.5	eV
molar mass	99.1	g/mol
relative energy (zero: lowest compared OMol25 entry of this formula, charge and spin)	98.08	kcal/mol

Each line ends with the Löwdin charge.
Positions of all 12 atoms, in Å:
C1 0.9999 0.9415 1.8801  -0.063
C2 -1.0152 -1.1796 2.2782  -0.335
C3 -0.0325 0.4826 0.6912  -0.273
C4 0.5996 -0.4184 -0.3173  -0.065
N1 -1.1914 -0.2752 1.4133  0.035
O1 1.6249 1.9622 1.8421  0.059
O2 -1.3768 -2.2171 2.7202  0.103
H1 -0.5203 1.3261 0.2343  0.126
H2 -0.2155 -0.6154 -0.9685  0.072
H3 0.9881 -1.4234 0.0109  0.116
H4 1.3093 0.0621 -0.8958  0.059
H5 -2.1575 -0.0452 1.1012  0.166

Force components x, y, z for each atom (eV/Å):
C 0.22 1.45 -1.02
C 2.99 -2.10 1.70
C -0.81 -1.02 3.07
C -0.76 -1.84 0.92
N -0.72 3.10 -2.87
O -1.30 -2.15 0.04
O -1.09 0.36 0.13
H 0.05 0.56 -0.16
H -0.67 -0.56 -0.94
H -0.37 1.26 0.22
H 1.67 1.12 -0.95
H 0.78 -0.18 -0.13

***

What is the molar mass in the fourth record? 600.6 g/mol

***

Look up the molar mass of the first one. 96.1 g/mol

***

The highest molar mass belongs to which entry? C40H50CrN7O2SSe